[1]
{
  "formula": "C31H37Cl3GeN3O2Pt",
  "method": "ωB97M-V with the def2-TZVPD basis set",
  "elements": ["Pt", "C", "C", "C", "C", "C", "C", "C", "C", "C", "C", "C", "C", "N", "C", "O", "C", "C", "C", "C", "C", "N", "C", "O", "N", "C", "C", "C", "C", "C", "C", "C", "C", "C", "C", "C", "C", "H", "H", "H", "H", "H", "H", "H", "H", "H", "H", "H", "H", "H", "H", "H", "H", "H", "H", "H", "H", "H", "H", "H", "H", "H", "H", "H", "H", "H", "H", "H", "H", "H", "H", "H", "H", "H", "Cl", "Ge", "Cl", "Cl"],
  "xyz": [[0.152, 0.886, 0.229], [0.857, -2.754, 0.070], [1.400, -2.244, -1.270], [0.326, -1.531, -2.097], [2.678, -1.425, -1.175], [3.743, -1.782, -1.970], [5.012, -1.140, -1.908], [5.234, -0.120, -1.026], [4.195, 0.328, -0.206], [4.328, 1.623, 0.524], [5.658, 1.763, 1.264], [4.132, 2.762, -0.500], [2.917, -0.390, -0.239], [1.952, -0.032, 0.685], [2.263, -0.192, 2.053], [3.354, -0.496, 2.455], [1.052, -0.064, 2.928], [0.990, -0.301, 4.289], [-0.263, -0.253, 4.897], [-1.414, -0.025, 4.145], [-1.263, 0.190, 2.787], [-0.054, 0.193, 2.252], [-2.371, 0.342, 1.782], [-3.522, 0.492, 2.083], [-1.905, 0.295, 0.445], [-2.735, -0.052, -0.563], [-2.670, 0.686, -1.808], [-3.535, 0.336, -2.810], [-4.467, -0.696, -2.635], [-4.503, -1.437, -1.459], [-3.638, -1.178, -0.421], [-3.542, -2.183, 0.708], [-4.856, -2.292, 1.485], [-3.124, -3.550, 0.147], [-1.857, 1.951, -1.948], [-1.260, 2.162, -3.335], [-2.692, 3.152, -1.492], [0.216, -3.617, -0.110], [0.252, -2.006, 0.586], [1.658, -3.075, 0.737], [1.686, -3.131, -1.840], [0.062, -0.560, -1.654], [-0.587, -2.127, -2.143], [0.662, -1.333, -3.116], [3.633, -2.625, -2.642], [5.795, -1.468, -2.578], [6.191, 0.379, -0.993], [3.523, 1.709, 1.246], [6.504, 1.825, 0.580], [5.817, 0.933, 1.952], [5.642, 2.688, 1.840], [4.923, 2.758, -1.251], [4.164, 3.716, 0.028], [3.171, 2.690, -1.015], [1.891, -0.524, 4.843], [-0.346, -0.420, 5.963], [-2.400, -0.019, 4.588], [-3.545, 0.896, -3.734], [-5.158, -0.927, -3.434], [-5.192, -2.267, -1.381], [-2.753, -1.881, 1.396], [-5.653, -2.671, 0.844], [-5.168, -1.332, 1.891], [-4.735, -2.998, 2.307], [-3.897, -3.967, -0.499], [-2.967, -4.249, 0.968], [-2.200, -3.485, -0.431], [-0.982, 1.923, -1.250], [-2.032, 2.396, -4.068], [-0.712, 1.285, -3.681], [-0.579, 3.013, -3.312], [-3.530, 3.289, -2.178], [-2.091, 4.062, -1.500], [-3.096, 3.009, -0.489], [1.805, 3.380, 2.578], [0.312, 3.277, 1.044], [0.714, 4.752, -0.436], [-1.570, 3.674, 1.979]],
  "mulliken_spin": [1.52, -0.02, 0.04, -0.03, 0.04, 0.19, 0.15, -0.04, 0.13, 0.05, 0.02, 0.07, 0.28, 0.43, -0.01, 0.10, -0.02, 0.01, 0.00, 0.01, 0.01, 0.17, -0.07, 0.11, 0.50, 0.19, 0.06, 0.01, 0.17, 0.00, 0.10, 0.00, 0.02, 0.02, 0.09, -0.01, 0.04, 0.00, 0.00, 0.00, 0.00, 0.05, 0.00, 0.00, 0.00, 0.00, 0.00, 0.01, 0.00, 0.00, 0.00, 0.00, 0.00, -0.02, 0.00, 0.00, 0.00, 0.01, -0.01, 0.01, 0.00, 0.00, 0.00, 0.00, 0.00, 0.00, 0.00, 0.15, 0.01, 0.01, 0.00, 0.00, 0.00, 0.00, 0.05, 0.29, 0.08, 0.06],
  "e_lumo_ev": [-6.22, -9.33],
  "relative_energy_kj_mol": 0.0,
  "charge": 2,
  "s_squared": 8.80,
  "molar_mass_g_mol": 857.703,
  "fmax_ha_per_bohr": 0.002,
  "multiplicity": 6,
  "energy_ev": -138628.2967,
  "gap_ev": [7.5, 5.7]
}

=====

[2]
{
  "formula": "C38H64Ge2N5O8P3Pb",
  "method": "ωB97M-V with the def2-TZVPD basis set",
  "elements": ["Pb", "C", "C", "C", "O", "P", "O", "C", "P", "O", "O", "C", "C", "C", "O", "C", "C", "C", "O", "C", "C", "C", "H", "H", "H", "H", "H", "H", "H", "H", "H", "H", "H", "H", "H", "H", "H", "H", "H", "H", "H", "H", "H", "H", "H", "H", "H", "H", "H", "H", "H", "H", "N", "C", "O", "C", "C", "N", "C", "N", "H", "H", "C", "Ge", "C", "C", "Ge", "C", "C", "C", "C", "C", "C", "C", "C", "C", "C", "C", "C", "H", "H", "H", "H", "H", "H", "H", "H", "H", "H", "H", "H", "H", "H", "H", "H", "H", "H", "H", "C", "P", "C", "C", "O", "H", "H", "H", "H", "H", "H", "H", "H", "H", "N", "C", "C", "N", "C", "H", "H", "H", "H"],
  "xyz": [[-1.438, -1.754, 0.104], [0.601, 1.919, 5.141], [-0.705, 1.401, 4.575], [-1.524, 0.617, 5.583], [-0.460, 0.605, 3.357], [0.303, -0.730, 3.125], [-0.507, -1.699, 2.321], [1.792, -0.254, 2.177], [2.126, -1.446, 0.871], [1.092, -1.497, -0.205], [3.567, -1.120, 0.290], [3.943, 0.062, -0.458], [4.541, -0.404, -1.792], [4.970, 0.816, 0.365], [2.358, -2.768, 1.666], [2.845, -3.997, 1.007], [4.293, -4.200, 1.398], [1.943, -5.128, 1.455], [0.770, -1.254, 4.512], [0.948, -2.682, 4.880], [-0.385, -3.238, 5.338], [2.004, -2.704, 5.959], [0.387, 2.665, 5.906], [1.205, 2.391, 4.364], [1.171, 1.110, 5.599], [-1.296, 2.229, 4.188], [-0.899, -0.088, 6.130], [-2.328, 0.069, 5.090], [-1.967, 1.312, 6.296], [2.654, -0.212, 2.844], [1.627, 0.731, 1.732], [3.073, 0.701, -0.632], [4.467, -1.491, -1.839], [5.593, -0.136, -1.839], [4.684, 0.268, -3.762], [5.829, 0.177, 0.574], [4.538, 1.141, 1.311], [5.306, 1.700, -0.181], [2.756, -3.856, -0.074], [4.367, -4.357, 2.475], [4.895, -3.334, 1.126], [4.694, -5.078, 0.892], [2.114, -5.349, 2.510], [2.167, -6.022, 0.875], [0.895, -4.859, 1.315], [1.294, -3.207, 3.989], [-0.720, -2.722, 6.239], [-0.279, -4.298, 5.568], [-1.137, -3.118, 4.558], [1.660, -2.149, 6.832], [2.937, -2.263, 5.608], [2.198, -3.734, 6.258], [0.723, -0.756, -4.924], [0.372, 0.070, -3.924], [-0.794, 0.275, -3.622], [1.487, 0.741, -3.158], [1.099, 1.861, -2.414], [1.923, 2.677, -1.708], [2.787, 0.436, -3.427], [3.965, 0.157, -3.051], [0.004, -1.215, -5.459], [1.674, -0.826, -5.242], [-0.369, 5.716, -5.270], [-0.591, 3.774, -5.137], [0.817, 2.800, -6.102], [-2.373, 3.110, -5.602], [-0.349, 3.229, -2.686], [1.218, 3.985, -1.628], [2.578, 3.846, -2.346], [3.746, 4.416, -1.677], [3.659, 4.875, -0.418], [2.383, 5.020, 0.255], [1.228, 4.692, -0.350], [-2.014, 3.515, -1.695], [-2.378, 2.919, -0.492], [-3.548, 3.296, 0.154], [-4.363, 4.276, -0.395], [-4.004, 4.888, -1.589], [-2.835, 4.508, -2.233], [-0.088, 5.968, -6.293], [0.408, 6.077, -4.598], [-1.302, 6.228, -5.037], [0.974, 3.292, -7.063], [0.514, 1.771, -6.292], [1.767, 2.799, -5.565], [-2.450, 3.032, -6.688], [-3.148, 3.789, -5.250], [-2.533, 2.125, -5.165], [2.600, 3.805, -3.431], [4.663, 4.518, -2.245], [4.540, 5.270, 0.071], [2.369, 5.538, 1.206], [0.270, 4.980, 0.066], [-1.734, 2.184, -0.027], [-3.810, 2.837, 1.100], [-5.275, 4.573, 0.108], [-4.631, 5.661, -2.013], [-2.554, 5.001, -3.158], [-5.746, -3.650, -0.616], [-5.269, -2.170, 0.287], [-5.896, -0.756, -0.626], [-6.112, -2.212, 1.872], [-3.761, -2.092, 0.461], [-6.827, -3.685, -0.756], [-5.431, -4.529, -0.053], [-5.256, -3.651, -1.590], [-6.983, -0.802, -0.703], [-5.462, -0.754, -1.627], [-5.605, 0.158, -0.107], [-7.172, -2.426, 1.734], [-5.999, -1.248, 2.368], [-5.666, -2.989, 2.493], [-1.516, -6.313, -0.086], [-0.711, -6.084, -1.175], [-0.546, -4.737, -1.232], [-1.243, -4.154, -0.192], [-1.818, -5.136, 0.479], [-1.822, -7.220, 0.232], [-0.340, -6.879, -1.799], [0.026, -4.148, -1.931], [-2.430, -5.021, 1.360]],
  "mulliken_spin": [-0.01, 0.00, 0.00, 0.00, 0.00, 0.00, 0.00, 0.00, 0.00, 0.01, 0.01, -0.01, 0.05, 0.01, 0.00, 0.00, 0.00, 0.00, 0.00, 0.00, 0.00, 0.00, 0.00, 0.00, 0.00, 0.00, 0.00, 0.00, 0.00, 0.00, 0.00, 0.00, 0.00, 0.00, 0.01, 0.00, 0.00, 0.00, 0.00, 0.00, 0.00, 0.00, 0.00, 0.00, 0.00, 0.00, 0.00, 0.00, 0.00, 0.00, 0.00, 0.00, 0.01, -0.04, 0.01, 0.01, 0.21, 0.08, 0.55, 0.01, 0.00, 0.01, 0.00, 0.02, 0.00, 0.00, 0.01, -0.04, 0.06, 0.00, 0.01, 0.00, 0.02, 0.00, 0.00, 0.00, 0.00, 0.00, 0.00, 0.00, 0.00, 0.00, 0.00, 0.00, 0.00, 0.00, 0.00, 0.00, 0.01, 0.00, 0.00, 0.00, 0.00, 0.00, 0.00, 0.00, 0.00, 0.00, 0.00, 0.00, 0.00, 0.00, 0.00, 0.00, 0.00, 0.00, 0.00, 0.00, 0.00, 0.00, 0.00, 0.00, 0.00, 0.00, 0.00, 0.00, 0.00, 0.00, 0.00, 0.00, 0.00],
  "e_lumo_ev": [-7.09, -8.26],
  "charge": 3,
  "s_squared": 0.77,
  "molar_mass_g_mol": 1164.299,
  "fmax_ha_per_bohr": 0.015,
  "multiplicity": 2,
  "energy_ev": -210403.8344,
  "gap_ev": [7.2, 6.2]
}

=====

[3]
{
  "formula": "C3H4S",
  "method": "ωB97M-V with the def2-TZVPD basis set",
  "elements": ["C", "C", "C", "S", "H", "H", "H", "H"],
  "xyz": [[-0.629, -0.030, 0.590], [0.292, 0.780, -0.322], [0.245, -0.857, -0.341], [1.770, -0.020, 0.023], [-0.367, -0.039, 1.700], [-1.748, 0.113, 0.445], [0.305, 1.672, -1.023], [0.132, -1.618, -1.071]],
  "nbo_charge": [-0.40, -0.38, -0.34, 0.19, 0.20, 0.22, 0.26, 0.25],
  "e_lumo_ev": 0.97,
  "relative_energy_kj_mol": 165.1,
  "charge": 0,
  "molar_mass_g_mol": 72.132,
  "fmax_ha_per_bohr": 0.072,
  "energy_ev": -14007.8683,
  "gap_ev": 8.8,
  "smiles": "C1[C@@H]2S[C@H]12"
}

=====

[4]
{
  "formula": "H24O12",
  "method": "ωB97M-V with the def2-TZVPD basis set",
  "elements": ["O", "H", "H", "O", "H", "H", "O", "H", "H", "O", "H", "H", "O", "H", "H", "O", "H", "H", "O", "H", "H", "O", "H", "H", "O", "H", "H", "O", "H", "H", "O", "H", "H", "O", "H", "H"],
  "xyz": [[2.152, -1.537, -1.063], [1.446, -1.003, -0.824], [1.946, -1.818, -1.949], [-1.409, -2.304, 2.163], [-2.116, -2.345, 2.742], [-1.852, -2.187, 1.308], [-1.941, 0.263, -2.191], [-1.102, 0.031, -2.608], [-2.584, 0.219, -2.897], [2.036, -3.740, 0.472], [1.856, -2.904, 0.033], [2.363, -4.246, -0.258], [0.028, -0.202, 0.093], [-0.174, 0.716, 0.264], [0.481, -0.492, 0.880], [-0.879, 0.304, 2.690], [-0.929, -0.653, 2.580], [-1.745, 0.549, 2.412], [-1.561, 2.800, -2.046], [-1.659, 1.890, -2.072], [-1.171, 2.972, -1.221], [1.281, 2.477, -1.755], [1.062, 1.643, -2.143], [1.117, 3.153, -2.423], [1.932, -0.877, 1.818], [1.754, -0.734, 2.731], [2.448, -0.096, 1.587], [-2.030, -1.949, -0.589], [-2.943, -1.769, -0.372], [-1.514, -1.142, -0.671], [-0.960, 2.772, 0.663], [-1.878, 2.528, 0.752], [-0.590, 2.589, 1.529], [2.457, 1.594, 0.489], [1.802, 2.246, 0.176], [2.866, 1.253, -0.310]],
  "nbo_charge": [-0.95, 0.49, 0.46, -0.94, 0.46, 0.49, -0.93, 0.48, 0.49, -0.95, 0.48, 0.45, -1.02, 0.49, 0.52, -0.98, 0.50, 0.45, -0.98, 0.46, 0.48, -0.96, 0.47, 0.49, -0.95, 0.48, 0.50, -0.97, 0.46, 0.51, -0.96, 0.48, 0.50, -0.98, 0.50, 0.48],
  "e_lumo_ev": -0.20,
  "relative_energy_kj_mol": 184.7,
  "charge": 0,
  "molar_mass_g_mol": 216.180,
  "fmax_ha_per_bohr": 0.071,
  "energy_ev": -24959.7801,
  "gap_ev": 9.8,
  "smiles": "O.O.O.O.O.O.O.O.O.O.O.O"
}

=====

[5]
{
  "formula": "CH5NO",
  "method": "ωB97M-V with the def2-TZVPD basis set",
  "elements": ["C", "H", "H", "H", "H", "H", "N", "O"],
  "xyz": [[-0.732, -0.426, 0.561], [-1.544, -0.298, -0.230], [-0.722, -1.466, 0.997], [-0.857, 0.465, 1.277], [1.018, 0.253, -1.595], [1.544, 1.162, -0.335], [0.679, 0.718, -0.768], [0.614, -0.407, 0.093]],
  "nbo_charge": [-0.26, 0.18, 0.19, 0.17, 0.34, 0.34, -0.52, -0.44],
  "e_lumo_ev": 1.15,
  "relative_energy_kj_mol": 209.6,
  "charge": 0,
  "molar_mass_g_mol": 47.057,
  "fmax_ha_per_bohr": 0.054,
  "energy_ev": -4653.2109,
  "gap_ev": 11.1,
  "smiles": "CON"
}